# BrH6O3

A 4-piece molecular cluster, BrH6O3 overall (ωB97M-V/def2-TZVPD, the Open Molecules 2025 dataset).

Summary:
E_LUMO	3.80	eV
energy	-76285.69079	eV
multiplicity	1
relative energy (zero: lowest compared OMol25 entry of this formula, charge and spin)	1.0	kcal per mole
E_HOMO	-0.179	Eh
net charge	-1
gap between HOMO and LUMO	0.319	hartree

Last column: natural (NBO) charge in e.
Atoms and positions in Å:
Br (0.692, -0.587, -0.182)  -0.93
O (-1.762, -0.501, 2.150)  -0.98
H (-1.261, 0.128, 2.674)  0.45
H (-1.279, -0.522, 1.291)  0.51
O (0.903, 2.691, 0.950)  -0.98
H (0.550, 2.441, 1.808)  0.45
H (0.984, 1.840, 0.475)  0.51
O (0.304, -1.586, -3.359)  -0.98
H (0.507, -2.524, -3.415)  0.45
H (0.364, -1.380, -2.392)  0.51

***

# C4H9N2OP

A single C4H9N2OP molecule at a distorted geometry (ωB97M-V/def2-TZVPD, the Open Molecules 2025 dataset).

Summary:
E_LUMO (alpha / beta)	-0.23 / -0.42	eV
energy	-18606.35214	eV
multiplicity	1
structure (SMILES)	C=P(C=O)=NNCC
relative energy (zero: lowest compared OMol25 entry of this formula, charge and spin)	78.7	kcal per mole
E_HOMO (alpha / beta)	-0.275 / -0.279	Eh
gap between HOMO and LUMO (alpha / beta)	0.266 / 0.263	hartree

Last column: natural (NBO) charge in e.
Atoms and positions in Å:
C (1.831, 2.002, -0.491)  -1.01
P (1.578, 0.489, 0.288)  1.16
C (3.203, -0.333, 0.193)  0.16
O (3.390, -1.509, 0.144)  -0.47
N (0.530, -0.608, -0.209)  -0.61
N (-0.662, -0.305, -0.715)  -0.37
C (-1.794, -1.117, -0.347)  -0.22
C (-2.614, -0.491, 0.778)  -0.62
H (2.678, 2.536, -0.087)  0.23
H (0.955, 2.624, -0.621)  0.22
H (4.022, 0.415, 0.177)  0.13
H (-0.867, 0.649, -1.007)  0.36
H (-1.386, -2.082, -0.036)  0.22
H (-2.418, -1.261, -1.236)  0.19
H (-3.001, 0.479, 0.473)  0.20
H (-3.452, -1.132, 1.037)  0.22
H (-1.992, -0.357, 1.660)  0.21

***

# C4H9NO2

A single C4H9NO2 molecule (ωB97M-V/def2-TZVPD, the Open Molecules 2025 dataset).

Summary:
E_LUMO	0.92	eV
energy	-9879.44562	eV
multiplicity	1
structure (SMILES)	CCNC(=O)OC
relative energy (zero: lowest compared OMol25 entry of this formula, charge and spin)	14.2	kcal per mole
E_HOMO	-0.359	Eh
gap between HOMO and LUMO	0.393	hartree

Last column: natural (NBO) charge in e.
Atoms and positions in Å:
C (1.147, -1.446, 1.623)  -0.64
C (1.151, -1.383, 0.078)  -0.22
N (-0.019, -0.844, -0.600)  -0.63
C (-0.233, 0.505, -0.614)  0.88
O (0.608, 1.350, -0.384)  -0.65
O (-1.517, 0.784, -0.939)  -0.52
C (-1.809, 2.178, -1.029)  -0.26
H (0.213, -1.168, 2.110)  0.21
H (1.360, -2.459, 1.976)  0.21
H (1.879, -0.768, 2.052)  0.22
H (1.986, -0.750, -0.222)  0.22
H (1.327, -2.374, -0.352)  0.20
H (-0.846, -1.434, -0.661)  0.40
H (-2.828, 2.243, -1.415)  0.19
H (-1.749, 2.658, -0.048)  0.19
H (-1.109, 2.672, -1.706)  0.20

***

# C2HO4S

An isolated ion of composition C2HO4S and charge -1 at a distorted geometry (ωB97M-V/def2-TZVPD, the Open Molecules 2025 dataset).

Summary:
E_LUMO	3.86	eV
energy	-21115.81144	eV
multiplicity	1
relative energy (zero: lowest compared OMol25 entry of this formula, charge and spin)	20.9	kcal per mole
E_HOMO	-0.152	Eh
net charge	-1
gap between HOMO and LUMO	0.293	hartree

Last column: natural (NBO) charge in e.
Atoms and positions in Å:
C (0.314, 0.034, -0.253)  -0.90
C (1.097, -0.783, -1.053)  0.70
O (-0.537, 1.738, -2.224)  -0.95
O (1.453, -1.950, -0.990)  -0.69
O (1.362, 2.450, -0.897)  -0.94
O (1.529, 0.080, -2.086)  -0.71
S (0.527, 1.357, -1.329)  2.27
H (-0.375, -0.126, 0.542)  0.22

***

# C20H16Cl2N4O2

A single C20H16Cl2N4O2 molecule at a distorted geometry (ωB97M-V/def2-TZVPD, the Open Molecules 2025 dataset).

Summary:
E_LUMO	0.02	eV
energy	-56095.72461	eV
multiplicity	1
structure (SMILES)	Cn1cc(N2C(=O)c3nn(C4CC4)cc3[C@@H]2c2ccc(Cl)cc2)cc(Cl)c1=O
relative energy (zero: lowest compared OMol25 entry of this formula, charge and spin)	110.6	kcal per mole
E_HOMO	-0.295	Eh
gap between HOMO and LUMO	0.296	hartree

Last column: natural (NBO) charge in e.
Atoms and positions in Å:
C (-4.917, 0.659, -2.131)  -0.40
N (-3.436, 0.309, -2.271)  -0.39
C (-2.599, 0.782, -1.286)  0.07
C (-1.201, 0.401, -1.296)  0.05
N (-0.233, 0.815, -0.324)  -0.44
C (-0.240, 2.140, 0.166)  0.64
O (-0.521, 3.041, -0.664)  -0.58
C (0.049, 2.254, 1.525)  -0.02
N (0.195, 3.134, 2.501)  -0.17
N (0.480, 2.263, 3.538)  -0.16
C (0.518, 2.799, 4.892)  -0.06
C (-0.288, 2.039, 6.003)  -0.42
C (-0.820, 3.388, 5.401)  -0.40
C (0.455, 0.914, 3.209)  -0.02
C (0.167, 0.916, 1.910)  -0.10
C (0.050, -0.048, 0.768)  -0.06
C (1.298, -0.896, 0.539)  -0.04
C (2.598, -0.381, 0.223)  -0.18
C (3.696, -1.315, 0.195)  -0.22
C (3.497, -2.618, 0.526)  -0.03
Cl (4.852, -3.719, 0.702)  -0.01
C (2.247, -3.124, 0.774)  -0.22
C (1.185, -2.250, 0.767)  -0.19
C (-0.718, -0.537, -2.285)  -0.18
C (-1.529, -1.139, -3.246)  -0.08
Cl (-0.777, -2.406, -4.307)  0.02
C (-2.959, -0.678, -3.191)  0.59
O (-3.759, -1.307, -3.831)  -0.61
H (-5.370, -0.310, -2.097)  0.23
H (-5.243, 1.150, -1.147)  0.22
H (-5.191, 1.253, -3.007)  0.23
H (-2.850, 1.482, -0.434)  0.24
H (1.438, 3.308, 5.263)  0.23
H (0.034, 1.916, 7.003)  0.22
H (-0.874, 1.215, 5.739)  0.21
H (-0.661, 4.321, 5.978)  0.23
H (-1.620, 3.310, 4.707)  0.23
H (0.746, 0.016, 3.833)  0.25
H (-0.910, -0.629, 0.897)  0.22
H (2.912, 0.606, 0.045)  0.23
H (4.745, -0.845, 0.063)  0.24
H (2.100, -4.110, 1.007)  0.23
H (0.213, -2.731, 0.827)  0.22
H (0.273, -0.844, -2.174)  0.23

***

# C5H29NO10

A 10-piece molecular cluster, C5H29NO10 overall at a distorted geometry (ωB97M-V/def2-TZVPD, the Open Molecules 2025 dataset).

Summary:
E_LUMO	0.15	eV
energy	-27622.05790	eV
multiplicity	1
structure (SMILES)	CCCC(=O)NC.O.O.O.O.O.O.O.O.O
relative energy (zero: lowest compared OMol25 entry of this formula, charge and spin)	36.4	kcal per mole
E_HOMO	-0.377	Eh
gap between HOMO and LUMO	0.382	hartree

Last column: natural (NBO) charge in e.
Atoms and positions in Å:
C (-0.015, -0.271, -2.462)  -0.62
C (-0.326, -0.610, -1.019)  -0.39
C (-1.247, 0.410, -0.337)  -0.51
C (-0.474, 1.534, 0.270)  0.71
O (-0.255, 2.585, -0.380)  -0.70
N (-0.042, 1.415, 1.532)  -0.60
C (0.135, 0.138, 2.216)  -0.42
H (0.526, -1.095, -2.929)  0.22
H (0.517, 0.678, -2.485)  0.20
H (-0.889, -0.192, -3.098)  0.24
H (-0.807, -1.570, -0.955)  0.21
H (0.588, -0.686, -0.436)  0.19
H (-1.820, -0.101, 0.437)  0.20
H (-2.016, 0.802, -0.996)  0.26
H (0.370, 2.165, 2.081)  0.42
H (-0.325, 0.200, 3.196)  0.19
H (1.194, -0.022, 2.409)  0.22
H (-0.258, -0.717, 1.685)  0.23
O (2.272, -1.952, 1.181)  -0.99
H (2.169, -1.242, 0.539)  0.50
H (3.094, -1.758, 1.645)  0.48
O (-0.410, -3.721, 1.296)  -0.99
H (0.513, -3.464, 1.179)  0.50
H (-0.756, -3.192, 2.029)  0.50
O (3.110, 0.033, -0.526)  -1.00
H (3.220, 1.007, -0.477)  0.52
H (3.966, -0.365, -0.682)  0.48
O (3.729, 2.631, 0.139)  -1.00
H (2.923, 3.117, 0.468)  0.51
H (4.279, 3.319, -0.270)  0.48
O (-1.928, -2.016, 3.017)  -0.95
H (-1.830, -1.836, 3.942)  0.48
H (-2.382, -1.264, 2.644)  0.48
O (-3.193, 2.763, -1.473)  -0.95
H (-2.307, 2.922, -1.103)  0.48
H (-3.027, 2.387, -2.323)  0.47
O (-1.322, -3.775, -1.294)  -0.98
H (-1.923, -4.393, -0.870)  0.48
H (-0.730, -3.513, -0.554)  0.51
O (1.516, 4.017, 0.879)  -1.00
H (0.780, 3.441, 0.481)  0.49
H (1.430, 4.787, 0.316)  0.48
O (-2.198, -1.992, -3.201)  -0.99
H (-1.815, -2.595, -2.542)  0.50
H (-3.086, -2.352, -3.406)  0.47